The following is a DFT calculation (ωB97M-V with the def2-TZVPD basis set) of 5 unconnected molecules or ions with the total composition C30H62BIN3O6.

Orbital gap: 7.87 eV
E_tot: -2118.01465 hartree
Spin multiplicity: 1
Total charge: +1
Highest occupied orbital energy: -11.030 eV

Each atom is followed by the atoms it is bonded to, with distances in Å.
Cartesian coordinates (Å):
1 C 2.8844 0.5057 2.0281  C2 1.642, H22 1.184, H23 1.179, H24 1.187
2 C 1.7199 -0.0759 3.0283  C1 1.642, B3 1.667, H25 1.176, H26 1.181
3 B 0.5313 -0.9321 2.2333  C2 1.667, O4 1.484, C5 1.677
4 O 0.3121 -2.3248 2.6979  B3 1.484, H27 1.010
5 C -0.3454 -0.2115 0.9982  B3 1.677, N6 1.543, C17 1.671, H28 1.170
6 N -1.8191 0.0882 1.3448  C5 1.543, C7 1.513, H29 1.044
7 C -2.5320 -0.8322 0.3790  N6 1.513, N8 1.373, N16 1.513
8 N -3.6586 -1.6092 0.4917  C7 1.373, C9 1.513, H30 1.064
9 C -4.4559 -1.6269 1.7773  N8 1.513, C10 1.639, H31 1.190, H32 1.185
10 C -3.6311 -2.1412 3.0974  C9 1.639, C11 1.639, H33 1.194, H34 1.194
11 C -4.1944 -3.5223 3.7774  C10 1.639, C12 1.671, H35 1.170, H36 1.182
12 C -2.9711 -4.0765 4.7713  C11 1.671, C13 1.658, H37 1.193, H38 1.171
13 C -2.3150 -2.8712 5.7020  C12 1.658, O14 1.477, H39 1.188, H40 1.193
14 O -1.9510 -3.3047 7.0659  C13 1.477, C15 1.500
15 C -0.8348 -4.2895 6.8789  O14 1.500, H41 1.174, H42 1.171, H43 1.193
16 N -1.7194 -0.7583 -0.8951  C7 1.513, C17 1.542, H44 1.054
17 C -0.3243 -1.1607 -0.3769  C5 1.671, N16 1.542, C18 1.644, H45 1.187
18 C 0.7456 -0.6953 -1.5348  C17 1.644, C19 1.643, H46 1.194, H47 1.193
19 C 0.8398 -1.7308 -2.8071  C18 1.643, C20 1.642, I21 2.232, H48 1.190
20 C 1.0326 -3.3080 -2.3941  C19 1.642, H49 1.192, H50 1.173, H51 1.193
21 I -0.8180 -1.4552 -4.2755  C19 2.232
22 H 3.8842 0.5844 2.6572  C1 1.184
23 H 3.1281 -0.2011 1.1159  C1 1.179
24 H 2.6347 1.6032 1.6517  C1 1.187
25 H 2.2523 -0.6934 3.8752  C2 1.176
26 H 1.2063 0.8430 3.5628  C2 1.181
27 H 1.1682 -2.8592 2.6731  O4 1.010
28 H 0.1774 0.8013 0.7321  C5 1.170
29 H -1.7982 -0.1733 2.3549  N6 1.044
30 H -3.9573 -2.1691 -0.3623  N8 1.064
31 H -5.3456 -2.3984 1.6085  C9 1.190
32 H -4.9728 -0.5914 2.0322  C9 1.185
33 H -2.4912 -2.3390 2.8040  C10 1.194
34 H -3.6387 -1.2301 3.8685  C10 1.194
35 H -4.4150 -4.3945 3.0290  C11 1.170
36 H -5.1683 -3.3695 4.4291  C11 1.182
37 H -2.0991 -4.4002 4.0249  C12 1.193
38 H -3.3222 -5.0068 5.3896  C12 1.171
39 H -1.4083 -2.3307 5.1563  C13 1.188
40 H -3.1502 -2.0304 5.8433  C13 1.193
41 H -0.1296 -4.1821 7.8115  C15 1.174
42 H -0.2983 -4.1795 5.8434  C15 1.171
43 H -1.3649 -5.3545 6.9664  C15 1.193
44 H -2.1533 -1.4986 -1.5078  N16 1.054
45 H -0.3895 -2.3242 -0.1518  C17 1.187
46 H 0.3639 0.3487 -1.9698  C18 1.194
47 H 1.7920 -0.5545 -0.9791  C18 1.193
48 H 1.8164 -1.4233 -3.4130  C19 1.190
49 H 2.1127 -3.5543 -1.9541  C20 1.192
50 H 0.1871 -3.7469 -1.7090  C20 1.173
51 H 0.9795 -3.9240 -3.4140  C20 1.193
52 C 8.6725 1.6323 2.0865  C53 1.507, C56 1.513, H57 1.093, H58 1.097
53 C 8.3358 1.9118 3.5284  C52 1.507, C54 1.513, H59 1.096, H60 1.093
54 C 6.8579 1.5905 3.5767  C53 1.513, O55 1.434, H61 1.095, H62 1.094
55 O 6.6228 0.5655 2.6015  C54 1.434, C56 1.434
56 C 7.7927 0.4397 1.7813  C52 1.513, O55 1.434, H63 1.095, H64 1.093
57 H 9.7334 1.4348 1.9131  C52 1.093
58 H 8.3756 2.4848 1.4640  C52 1.097
59 H 8.8891 1.2237 4.1784  C53 1.096
60 H 8.5607 2.9342 3.8425  C53 1.093
61 H 6.2529 2.4603 3.2999  C54 1.095
62 H 6.5368 1.2415 4.5624  C54 1.094
63 H 8.2897 -0.4988 2.0502  C56 1.095
64 H 7.5016 0.3912 0.7284  C56 1.093
65 C -7.2335 0.3762 -2.3631  C66 1.507, C69 1.513, H70 1.093, H71 1.097
66 C -7.6545 1.4953 -1.4460  C65 1.507, C67 1.513, H72 1.096, H73 1.093
67 C -8.1163 0.7416 -0.2178  C66 1.513, O68 1.434, H74 1.095, H75 1.094
68 O -7.3394 -0.4622 -0.1518  C67 1.434, C69 1.434
69 C -6.6391 -0.6214 -1.3933  C65 1.513, O68 1.434, H76 1.095, H77 1.093
70 H -6.5305 0.6859 -3.1405  C65 1.093
71 H -8.1156 -0.0562 -2.8503  C65 1.097
72 H -6.7867 2.1177 -1.1980  C66 1.096
73 H -8.4295 2.1409 -1.8668  C66 1.093
74 H -9.1702 0.4551 -0.3001  C67 1.095
75 H -7.9821 1.3174 0.7025  C67 1.094
76 H -5.5799 -0.4118 -1.2084  C69 1.095
77 H -6.7350 -1.6536 -1.7411  C69 1.093
78 C 0.9217 0.5745 -7.5271  C79 1.507, C82 1.513, H83 1.093, H84 1.097
79 C 1.5835 1.0117 -8.8084  C78 1.507, C80 1.513, H85 1.096, H86 1.093
80 C 2.0971 2.3881 -8.4461  C79 1.513, O81 1.434, H87 1.095, H88 1.094
81 O 2.3908 2.3665 -7.0424  C80 1.434, C82 1.434
82 C 1.8367 1.1694 -6.4792  C78 1.513, O81 1.434, H89 1.095, H90 1.093
83 H 0.8158 -0.5094 -7.4348  C78 1.093
84 H -0.0753 1.0247 -7.4519  C78 1.097
85 H 2.4250 0.3470 -9.0366  C79 1.096
86 H 0.9111 1.0204 -9.6700  C79 1.093
87 H 1.3337 3.1547 -8.6159  C80 1.095
88 H 2.9962 2.6609 -9.0062  C80 1.094
89 H 2.6673 0.4935 -6.2482  C82 1.095
90 H 1.3119 1.4076 -5.5500  C82 1.093
91 C 1.7581 4.2154 -2.0481  C92 1.507, C95 1.513, H96 1.093, H97 1.097
92 C 1.3371 5.3345 -1.1309  C91 1.507, C93 1.513, H98 1.096, H99 1.093
93 C 0.8753 4.5808 0.0972  C92 1.513, O94 1.434, H100 1.095, H101 1.094
94 O 1.6522 3.3770 0.1633  C93 1.434, C95 1.434
95 C 2.3526 3.2178 -1.0782  C91 1.513, O94 1.434, H102 1.095, H103 1.093
96 H 2.4612 4.5251 -2.8254  C91 1.093
97 H 0.8761 3.7831 -2.5352  C91 1.097
98 H 2.2049 5.9569 -0.8829  C92 1.096
99 H 0.5622 5.9802 -1.5517  C92 1.093
100 H -0.1785 4.2943 0.0149  C93 1.095
101 H 1.0095 5.1566 1.0175  C93 1.094
102 H 3.4118 3.4274 -0.8933  C95 1.095
103 H 2.2566 2.1856 -1.4260  C95 1.093

The following is a DFT calculation (ωB97M-V with the def2-TZVPD basis set) of 6 unconnected molecules or ions with the total composition C30H62BrFN2O10PS5.

Orbital gap: 5.46 eV
E_tot: -7047.85897 hartree
Spin multiplicity: 1
Total charge: +1
Highest occupied orbital energy: -9.868 eV

Each atom is followed by the atoms it is bonded to, with distances in Å.
Cartesian coordinates (Å):
1 C -4.3491 4.5465 2.1885  O2 1.416, H31 1.096, H32 1.091, H33 1.092
2 O -3.4612 4.0142 1.2225  C1 1.416, C3 1.418
3 C -2.5155 3.1119 1.7723  O2 1.418, C4 1.533, H34 1.095, H35 1.097
4 C -2.1027 2.0826 0.7135  C3 1.533, C5 1.542, H36 1.092, H37 1.092
5 C -0.6266 2.1461 0.2727  C4 1.542, C6 1.527, H38 1.094, H39 1.094
6 C -0.4657 2.0922 -1.2453  C5 1.527, C7 1.528, H40 1.095, H41 1.095
7 C 0.9887 2.1301 -1.7128  C6 1.528, C8 1.531, H42 1.095, H43 1.096
8 C 1.7596 0.8219 -1.5138  C7 1.531, C9 1.534, H44 1.094, H45 1.096
9 C 1.2641 -0.3319 -2.3944  C8 1.534, C10 1.527, H46 1.097, H47 1.093
10 C 1.9404 -0.3343 -3.7638  C9 1.527, C11 1.539, H48 1.094, H49 1.093
11 C 1.6157 -1.5435 -4.6593  C10 1.539, N12 1.491, H50 1.087, H51 1.090
12 N 1.3371 -2.7832 -3.8797  C11 1.491, C13 1.346, C27 1.356
13 C 0.0400 -3.0669 -3.6614  N12 1.346, C14 1.365, H52 1.080
14 C -0.3322 -4.1169 -2.8725  C13 1.365, C15 1.400, H53 1.078
15 C 0.6664 -4.8970 -2.2782  C14 1.400, C16 1.506, C20 1.396
16 C 0.2602 -6.0309 -1.3750  C15 1.506, O17 1.180, O18 1.419
17 O 0.7298 -7.1131 -1.3635  C16 1.180
18 O -0.6930 -5.6625 -0.3910  C16 1.419, F19 1.420
19 F -1.9338 -5.7889 -1.0705  O18 1.420
20 C 2.0133 -4.6080 -2.5065  C15 1.396, C21 1.505, C27 1.408
21 C 3.0993 -5.3038 -1.7311  C20 1.505, C22 1.535, H54 1.086, H55 1.082
22 C 3.4423 -4.4257 -0.5191  C21 1.535, O23 1.196, N24 1.434
23 O 3.7373 -4.9116 0.5330  C22 1.196
24 N 3.3400 -3.0173 -0.7711  C22 1.434, C25 1.488, C26 1.472
25 C 4.6342 -2.3119 -0.5653  N24 1.488, H56 1.091, H57 1.089, H58 1.089
26 C 2.2897 -2.4496 0.0893  N24 1.472, H59 1.090, H60 1.094, H61 1.094
27 C 2.3385 -3.5267 -3.3478  N12 1.356, C20 1.408, P28 1.907
28 P 4.0505 -2.8054 -3.7777  C27 1.907, O29 1.619, Br30 2.243
29 O 5.1160 -3.6652 -2.9130  P28 1.619, H62 0.968
30 Br 4.1943 -3.9652 -5.6916  P28 2.243
31 H -3.8432 4.7827 3.1312  C1 1.096
32 H -5.1870 3.8831 2.4071  C1 1.091
33 H -4.7628 5.4775 1.7966  C1 1.092
34 H -1.6486 3.6596 2.1556  C3 1.095
35 H -2.9712 2.6038 2.6305  C3 1.097
36 H -2.7598 2.2396 -0.1448  C4 1.092
37 H -2.3280 1.0871 1.1023  C4 1.092
38 H -0.1819 3.0698 0.6537  C5 1.094
39 H -0.0741 1.3229 0.7363  C5 1.094
40 H -0.9929 1.2097 -1.6231  C6 1.095
41 H -0.9937 2.9540 -1.6666  C6 1.095
42 H 1.5062 2.9132 -1.1488  C7 1.095
43 H 1.0442 2.4419 -2.7617  C7 1.096
44 H 1.7205 0.5265 -0.4616  C8 1.094
45 H 2.8175 1.0006 -1.7356  C8 1.096
46 H 0.1808 -0.2367 -2.5353  C9 1.097
47 H 1.4178 -1.2838 -1.8791  C9 1.093
48 H 1.6092 0.5499 -4.3153  C10 1.094
49 H 3.0225 -0.2330 -3.6474  C10 1.093
50 H 2.4096 -1.7432 -5.3743  C11 1.087
51 H 0.7174 -1.3594 -5.2482  C11 1.090
52 H -0.6913 -2.4193 -4.1233  C13 1.080
53 H -1.3768 -4.3193 -2.6982  C14 1.078
54 H 2.8183 -6.2895 -1.3715  C21 1.086
55 H 3.9844 -5.4377 -2.3389  C21 1.082
56 H 4.6317 -1.7398 0.3635  C25 1.091
57 H 4.7837 -1.6457 -1.4144  C25 1.089
58 H 5.4647 -3.0164 -0.5490  C25 1.089
59 H 2.2829 -1.3674 -0.0434  C26 1.090
60 H 2.4638 -2.6742 1.1460  C26 1.094
61 H 1.3036 -2.8304 -0.1937  C26 1.094
62 H 5.5036 -4.3983 -3.4118  O29 0.968
63 C -8.9820 2.7564 3.3984  S64 1.790, H67 1.087, H68 1.091, H69 1.090
64 S -8.0657 3.7139 4.6009  C63 1.790, O65 1.493, C66 1.795
65 O -6.8088 4.1569 3.9286  S64 1.493
66 C -7.6261 2.3369 5.6657  S64 1.795, H70 1.090, H71 1.090, H72 1.088
67 H -9.3160 3.4343 2.6167  C63 1.087
68 H -8.3380 1.9827 2.9784  C63 1.091
69 H -9.8545 2.3118 3.8762  C63 1.090
70 H -7.0685 1.5979 5.0904  C66 1.090
71 H -8.5348 1.9004 6.0795  C66 1.090
72 H -7.0057 2.7256 6.4703  C66 1.088
73 C 6.9649 -9.6542 0.3754  S74 1.795, H77 1.088, H78 1.090, H79 1.090
74 S 6.3398 -8.0933 -0.2517  C73 1.795, O75 1.487, C76 1.793
75 O 7.5123 -7.2127 -0.4960  S74 1.487
76 C 5.5714 -7.5365 1.2694  S74 1.793, H80 1.090, H81 1.090, H82 1.087
77 H 7.5160 -10.1366 -0.4288  C73 1.088
78 H 7.6292 -9.4609 1.2172  C73 1.090
79 H 6.1282 -10.2835 0.6780  C73 1.090
80 H 6.3054 -7.5105 2.0746  C76 1.090
81 H 4.7451 -8.2023 1.5205  C76 1.090
82 H 5.1987 -6.5367 1.0618  C76 1.087
83 C -11.9446 7.2418 1.1057  S84 1.795, H87 1.088, H88 1.090, H89 1.090
84 S -10.9047 5.7903 0.9229  C83 1.795, O85 1.488, C86 1.797
85 O -11.2704 4.8508 2.0180  S84 1.488
86 C -9.3721 6.5864 1.4189  S84 1.797, H90 1.090, H91 1.090, H92 1.089
87 H -12.9667 6.9437 0.8829  C83 1.088
88 H -11.8785 7.6075 2.1301  C83 1.090
89 H -11.6220 8.0067 0.3997  C83 1.090
90 H -9.4872 6.9996 2.4210  C86 1.090
91 H -9.1249 7.3705 0.7033  C86 1.090
92 H -8.5878 5.8314 1.4199  C86 1.089
93 C 7.0879 -0.2404 -4.8666  S94 1.795, H97 1.088, H98 1.090, H99 1.089
94 S 6.6356 0.0906 -3.1617  C93 1.795, O95 1.495, C96 1.792
95 O 5.1414 0.0943 -3.1081  S94 1.495
96 C 7.1757 1.7995 -3.1411  S94 1.792, H100 1.090, H101 1.089, H102 1.088
97 H 6.7891 -1.2615 -5.0958  C93 1.088
98 H 6.5667 0.4570 -5.5221  C93 1.090
99 H 8.1672 -0.1427 -4.9783  C93 1.089
100 H 6.6500 2.3555 -3.9170  C96 1.090
101 H 8.2528 1.8356 -3.3005  C96 1.089
102 H 6.9360 2.2092 -2.1624  C96 1.088
103 C -0.9785 5.4142 5.4718  S104 1.795, H107 1.088, H108 1.090, H109 1.090
104 S -0.2230 4.0347 4.6065  C103 1.795, O105 1.485, C106 1.797
105 O -0.8061 2.7909 5.1712  S104 1.485
106 C 1.4112 4.2254 5.3299  S104 1.797, H110 1.090, H111 1.090, H112 1.088
107 H -2.0297 5.4397 5.1917  C103 1.088
108 H -0.8837 5.2615 6.5466  C103 1.090
109 H -0.4941 6.3418 5.1672  C103 1.090
110 H 1.3365 4.1562 6.4150  C106 1.090
111 H 1.8293 5.1868 5.0318  C106 1.090
112 H 2.0347 3.4192 4.9496  C106 1.088